P) Computed, not measured: an isolated ion of composition C3H7NO and charge +1, with ωB97M-V/def2-TZVPD.

```
12
Properties=species:S:1:pos:R:3:lowdin_spin:R:1
C -0.023 1.252 1.032 0.38
C -0.666 0.276 0.080 0.04
C 0.370 -0.484 -0.792 0.03
N -0.225 -1.629 -1.450 0.67
O 1.444 -0.752 0.288 -0.21
H -0.586 1.371 1.961 0.01
H 0.268 2.202 0.617 0.02
H 1.044 0.005 0.868 0.03
H -1.094 -0.504 0.755 0.00
H -1.439 0.533 -0.673 0.00
H 0.043 -2.476 -1.165 0.03
H 0.863 0.207 -1.522 0.00
```

Output
spin multiplicity = 2
molar mass = 73.1 g mol⁻¹
charge = +1

=====

Q) Computed, not measured: an isolated ion of composition C3H7NO and charge +1, with ωB97M-V/def2-TZVPD.

```
12
Properties=species:S:1:pos:R:3:lowdin_spin:R:1
C -0.681 -1.449 -0.628 0.01
N -0.930 -0.525 0.397 0.43
C -0.251 0.826 0.432 0.06
C 1.230 0.631 0.116 0.01
O -1.521 -2.250 -0.945 0.40
H 0.366 -1.451 -1.121 0.02
H -1.983 -0.271 0.507 0.00
H -0.411 1.258 1.319 0.02
H -0.949 1.516 -0.116 0.03
H 1.807 0.145 1.041 0.00
H 1.750 1.525 -0.305 0.00
H 1.573 0.045 -0.695 0.00
```

Output
spin multiplicity = 2
molar mass = 73.1 g mol⁻¹
charge = +1

=====

Energies relative to the minimum, kJ/mol: P) 390.5; Q) 0.0